Record 1
The following is a quantum chemistry calculation of 3 unconnected molecules or ions with the total composition C15H36NO10P2 in a non-equilibrium geometry, from OMol25.

```
64
Properties=species:S:1:pos:R:3:forces:R:3:nbo_charge:R:1
C 6.398 -1.587 0.720 0.16 0.26 0.60 -0.660
C 6.020 0.026 0.841 0.60 -0.51 0.66 -0.082
O 5.419 0.481 -0.426 -2.82 0.25 1.52 -0.588
C 3.975 0.803 -0.246 -1.28 4.67 2.13 0.816
O 3.631 1.983 0.289 2.33 -7.56 -3.34 -0.597
C 2.889 -0.352 -0.747 1.25 0.21 0.31 -0.509
C 1.504 -0.376 0.131 -0.62 -0.02 -0.40 -0.439
C 1.168 -1.871 0.799 2.44 2.11 0.07 -0.754
P -0.655 -2.405 0.597 -0.68 1.40 1.14 0.601
C -1.283 -0.754 1.357 -0.70 1.97 0.74 -0.414
O -2.694 -0.988 1.789 3.54 -4.54 -2.82 -0.314
O -3.219 0.097 2.283 -2.78 4.03 4.03 -0.456
P -0.139 -4.398 -0.165 -1.23 -3.05 1.56 0.906
N -0.755 -5.538 0.854 -0.46 -0.11 -1.82 -1.364
H 6.100 -2.112 1.739 0.59 1.01 -2.17 0.217
H 7.574 -1.725 0.595 -2.66 0.23 0.02 0.210
H 5.789 -2.092 -0.166 1.45 1.19 1.93 0.235
H 5.284 0.189 1.738 1.36 -0.24 -1.79 0.197
H 6.988 0.692 1.037 -2.10 -1.53 -0.47 0.191
H 2.721 -0.142 -1.907 0.35 -0.49 2.52 0.247
H 3.459 -1.387 -0.617 -1.16 2.25 -0.46 0.226
H 1.543 0.442 0.972 -0.02 -1.52 -1.77 0.228
H 0.611 -0.107 -0.610 1.93 -0.50 1.60 0.221
H 1.409 -1.749 1.948 -0.28 -0.62 -2.19 0.209
H 1.895 -2.622 0.272 -1.24 1.22 1.21 0.198
H -0.680 -1.895 -0.751 0.34 0.43 -0.65 -0.202
H -2.058 -2.772 0.417 0.14 -0.54 -0.14 -0.121
H -0.668 -2.985 1.942 0.16 -0.15 -0.12 -0.142
H -1.328 0.142 0.598 0.18 -1.49 1.38 0.171
H -0.690 -0.433 2.313 -0.88 -0.46 -1.59 0.163
H -3.489 -0.169 3.226 0.66 0.66 -1.79 0.440
H -0.735 -4.541 -1.463 0.72 0.19 -0.01 -0.066
H 1.289 -4.654 -0.217 -0.40 0.31 -0.71 -0.103
H -1.456 -6.131 0.330 1.06 0.90 0.82 0.343
C -5.029 -1.173 -0.801 0.18 -0.01 -0.24 -0.648
C -6.006 -2.175 -0.209 0.64 0.50 0.51 -0.072
O -6.744 -2.846 -1.238 0.11 -1.12 -0.73 -0.507
C -6.066 -3.807 -1.914 0.85 0.29 0.38 0.977
O -4.910 -4.145 -1.721 -1.84 0.35 -0.36 -0.623
O -6.890 -4.313 -2.868 0.28 0.28 0.60 -0.509
C -6.264 -5.265 -3.724 0.19 -0.30 -0.24 -0.255
H -5.549 -0.477 -1.468 -0.11 -0.01 0.16 0.192
H -4.531 -0.605 -0.011 -0.05 -0.15 -0.05 0.247
H -4.261 -1.672 -1.401 -0.05 -0.02 0.26 0.232
H -6.737 -1.642 0.408 -0.13 -0.25 -0.31 0.181
H -5.502 -2.899 0.441 0.01 0.05 -0.31 0.206
H -5.797 -6.071 -3.148 0.04 0.28 -0.09 0.199
H -5.524 -4.763 -4.356 0.02 -0.17 0.19 0.188
H -7.032 -5.701 -4.368 -0.06 0.27 0.24 0.185
C 3.380 4.835 1.560 -0.08 0.02 -0.34 -0.638
C 2.454 5.865 2.183 0.20 -0.76 0.33 -0.072
O 2.368 7.041 1.369 -0.78 0.37 -0.92 -0.503
C 1.602 6.929 0.255 0.00 -0.76 0.01 0.981
O 0.989 5.937 -0.101 0.77 1.56 0.51 -0.631
O 1.658 8.110 -0.415 -0.02 -0.65 0.59 -0.505
C 0.976 8.093 -1.666 -0.24 0.01 -0.43 -0.256
H 4.361 5.274 1.353 -0.06 -0.01 0.19 0.202
H 3.507 3.976 2.225 -0.03 0.11 -0.12 0.227
H 2.988 4.472 0.605 -0.01 -0.04 0.30 0.244
H 2.863 6.178 3.150 -0.11 0.31 -0.28 0.182
H 1.456 5.452 2.374 0.13 0.12 -0.25 0.194
H -0.061 7.762 -1.550 0.28 -0.09 -0.01 0.198
H 1.511 7.447 -2.370 -0.23 -0.01 0.12 0.189
H 0.971 9.111 -2.065 0.17 -0.11 0.32 0.189
```
Positions in Å, forces in eV/Å.

Summary:
**Total charge**: -1
**2S+1**: 1
**HOMO energy**: -0.1333 hartree
**Total energy**: -56671.697 eV
**Relative energy (zero: lowest compared OMol25 entry of this formula, charge and spin)**: 186.3 kcal/mol

Record 2
The following is a quantum chemistry calculation of 2 unconnected molecules or ions with the total composition C15H36NO4P2S in a non-equilibrium geometry, from OMol25.

```
59
Properties=species:S:1:pos:R:3:forces:R:3:nbo_charge:R:1
C 2.948 3.750 -4.809 -0.44 -0.06 -0.58 -0.598
C 1.636 3.018 -5.141 0.27 -0.22 0.28 -0.226
C 0.720 3.055 -3.909 0.03 0.64 -0.32 -0.626
C 1.956 1.599 -5.700 0.03 0.19 0.29 -0.396
C 1.426 0.395 -4.917 0.36 -0.11 -0.33 -0.422
C 2.207 0.119 -3.616 -0.44 1.19 0.92 -0.053
N 2.683 -1.298 -3.650 0.64 -0.72 -0.05 -0.520
C 1.433 -2.115 -3.322 -0.86 0.39 -0.31 -0.246
C 0.448 -1.128 -2.643 0.42 0.21 0.20 -0.427
C 1.387 0.072 -2.314 -0.51 -1.64 -0.20 -0.540
P 2.270 -0.454 -0.753 -0.11 1.19 1.19 0.827
S 2.171 0.830 0.678 0.21 0.10 -0.37 -0.487
H 3.380 3.371 -3.882 0.09 0.10 0.05 0.191
H 3.655 3.600 -5.625 0.14 0.08 0.06 0.212
H 2.760 4.820 -4.741 0.14 0.04 0.30 0.228
H 1.147 3.589 -5.929 -0.05 -0.13 -0.11 0.218
H 0.250 4.039 -3.877 -0.04 0.01 0.09 0.241
H 1.307 2.997 -2.991 -0.11 -0.32 0.09 0.199
H -0.100 2.339 -3.927 0.04 -0.11 0.08 0.200
H 3.044 1.501 -5.751 0.02 -0.08 -0.09 0.199
H 1.611 1.517 -6.730 -0.12 -0.01 0.01 0.235
H 1.576 -0.478 -5.562 -0.11 0.00 -0.07 0.206
H 0.354 0.446 -4.758 -0.02 0.13 0.13 0.234
H 2.974 0.880 -3.467 0.65 -0.54 -0.38 0.257
H 3.075 -1.597 -4.544 -0.30 0.29 -0.25 0.445
H 3.460 -1.481 -3.011 -0.26 0.19 0.39 0.440
H 1.072 -2.446 -4.290 -0.13 -0.32 0.12 0.243
H 1.623 -2.952 -2.660 0.53 -0.09 -0.20 0.249
H -0.378 -0.802 -3.265 0.06 -0.19 -0.24 0.246
H 0.021 -1.610 -1.768 -0.10 0.14 0.08 0.248
H 0.893 0.997 -2.037 -0.08 0.06 -0.18 0.307
H 3.592 -0.863 -1.066 -0.12 -0.15 -0.32 -0.058
H 1.628 -1.645 -0.372 0.22 -0.28 -0.47 -0.025
O -3.401 -0.372 2.698 0.41 2.45 -0.08 -1.060
P -2.733 -0.381 4.008 -0.53 -4.50 1.40 2.558
O -1.329 -1.170 3.863 -0.09 0.57 0.12 -0.813
C -0.294 -0.597 3.060 0.21 0.05 -0.25 -0.066
C 0.325 0.652 3.658 -0.22 0.12 0.19 -0.639
O -3.579 -1.437 4.895 0.27 0.28 0.12 -0.848
C -4.793 -2.024 4.422 -0.24 -0.24 -0.10 -0.055
C -4.536 -3.351 3.738 0.16 -0.17 0.05 -0.632
O -2.432 0.628 5.179 -0.08 1.22 -1.36 -0.831
C -2.365 0.271 6.577 -0.05 0.22 0.73 -0.044
C -1.371 -0.809 6.929 0.09 -0.24 -0.29 -0.643
H -0.691 -0.384 2.062 -0.01 -0.01 0.01 0.178
H 0.470 -1.369 2.957 -0.08 -0.08 0.05 0.181
H -0.389 1.476 3.694 0.01 0.00 -0.04 0.215
H 1.174 0.966 3.055 -0.02 -0.03 0.10 0.218
H 0.662 0.473 4.679 0.06 -0.06 -0.02 0.214
H -5.328 -1.335 3.771 0.18 0.06 -0.11 0.194
H -5.422 -2.178 5.300 0.11 0.04 0.08 0.181
H -3.712 -3.278 3.027 -0.08 0.16 -0.09 0.215
H -5.424 -3.691 3.205 -0.02 0.01 0.03 0.215
H -4.260 -4.113 4.468 -0.02 0.01 0.01 0.207
H -3.362 0.019 6.933 -0.07 -0.12 -0.23 0.196
H -2.080 1.194 7.080 0.01 0.10 -0.21 0.193
H -1.648 -1.774 6.509 -0.05 0.02 -0.03 0.232
H -1.337 -0.917 8.014 -0.02 0.11 0.01 0.224
H -0.373 -0.563 6.569 0.01 0.05 0.08 0.208
```
Positions in Å, forces in eV/Å.

Summary:
**Total charge**: +1
**2S+1**: 1
**HOMO energy**: -0.4391 hartree
**Total energy**: -55226.987 eV

Record 3
The following is a quantum chemistry calculation of a molecular structure, C15H37BrCuNO9P2 in a non-equilibrium geometry, from OMol25.

```
66
Properties=species:S:1:pos:R:3:forces:R:3:nbo_charge:R:1
Cu -1.400 19.694 -22.779 -0.09 0.81 0.22 0.835
Br -1.177 22.337 -22.454 -0.09 -1.41 -0.19 -0.874
C -0.106 16.847 -24.532 -1.69 -1.53 0.34 0.547
O -0.426 17.979 -24.210 0.50 -0.04 -0.24 -0.648
N -0.893 15.743 -24.241 0.66 -0.27 -1.32 -0.434
C -0.551 14.327 -24.456 0.96 0.17 -0.71 -0.418
C -2.151 15.885 -23.572 -0.66 0.37 1.68 -0.437
H 0.757 16.551 -25.148 0.24 0.35 0.24 0.124
H 0.468 14.143 -24.796 0.49 0.66 0.54 0.212
H -1.039 13.830 -25.294 -1.03 0.37 0.13 0.202
H -0.707 13.745 -23.548 -0.06 0.13 0.00 0.204
H -2.725 16.797 -23.737 0.50 0.20 -0.41 0.246
H -2.840 15.053 -23.717 0.35 -0.16 -0.49 0.204
H -1.908 15.881 -22.509 -0.40 0.15 0.38 0.208
C -2.181 20.252 -26.595 -0.07 0.64 1.43 -0.643
C -3.652 19.884 -26.578 0.20 -1.63 -1.12 -0.060
O -4.473 20.626 -25.708 -1.10 0.58 2.45 -0.799
P -4.865 19.946 -24.249 -0.17 2.33 -0.65 2.588
O -3.702 19.508 -23.478 0.10 -1.05 -0.08 -1.141
O -5.671 21.139 -23.451 0.98 -1.52 -2.29 -0.801
C -5.573 21.181 -22.036 -0.68 0.34 1.56 -0.072
C -6.894 20.690 -21.445 -0.72 -0.68 -0.30 -0.641
O -5.952 18.830 -24.635 1.37 0.17 0.79 -0.815
C -6.995 19.156 -25.551 -1.14 0.05 0.46 -0.068
C -8.333 19.297 -24.823 0.88 0.23 -0.04 -0.629
H -1.811 20.306 -25.571 0.01 -0.18 0.22 0.235
H -1.524 19.543 -27.098 -0.37 0.08 -0.36 0.219
H -2.062 21.281 -26.936 0.09 -0.15 -0.47 0.220
H -4.034 19.962 -27.596 -0.35 0.51 -0.01 0.177
H -3.852 18.836 -26.356 0.61 -0.38 0.12 0.166
H -4.714 20.644 -21.634 -0.04 -0.20 -0.37 0.215
H -5.426 22.220 -21.742 0.08 0.07 -0.28 0.196
H -7.755 21.292 -21.734 0.23 0.57 0.04 0.207
H -7.195 19.724 -21.850 0.46 -0.35 -0.16 0.204
H -6.950 20.540 -20.367 0.50 0.38 0.07 0.220
H -6.719 20.104 -26.011 -0.28 -0.31 -0.60 0.200
H -7.124 18.312 -26.229 0.61 0.23 -0.34 0.185
H -8.268 20.179 -24.187 -0.43 0.07 -0.09 0.219
H -9.086 19.377 -25.607 -0.26 0.19 0.30 0.214
H -8.529 18.435 -24.184 -0.03 -0.08 -0.16 0.213
C 3.569 18.934 -20.728 -0.37 -0.53 -0.31 -0.643
C 2.294 19.058 -21.627 1.27 0.92 0.95 -0.064
O 1.233 19.408 -20.658 -0.83 -1.89 -0.09 -0.802
P 0.178 18.263 -20.206 -0.13 -0.04 -1.63 2.574
O -0.970 18.048 -21.179 1.69 0.55 1.97 -1.135
O 1.116 16.922 -20.084 -0.42 2.18 -0.41 -0.825
C 0.563 15.665 -19.738 0.32 -0.31 0.83 -0.057
C 0.697 14.617 -20.803 -0.56 0.59 -0.41 -0.626
O -0.258 18.681 -18.707 -1.56 -2.23 -4.99 -0.781
C 0.610 18.965 -17.725 1.02 3.64 2.93 -0.081
C -0.263 18.962 -16.456 0.86 -0.73 -0.23 -0.615
H 3.458 17.989 -20.196 0.21 -0.05 0.08 0.212
H 4.548 18.940 -21.209 -0.26 -0.22 -0.62 0.217
H 3.682 19.705 -19.966 -0.65 0.28 -0.18 0.223
H 2.364 19.845 -22.377 -0.21 0.44 0.49 0.212
H 2.091 18.180 -22.241 -0.25 -0.36 0.62 0.193
H 1.198 15.291 -18.935 -0.27 0.27 0.51 0.177
H -0.457 15.821 -19.387 -0.08 -0.35 0.02 0.188
H -0.015 14.805 -21.606 -0.01 -0.21 -0.08 0.206
H 1.702 14.646 -21.224 0.03 -0.26 0.13 0.218
H 0.478 13.681 -20.289 0.12 -0.24 -0.42 0.219
H 1.619 18.554 -17.716 -0.42 -1.30 0.03 0.191
H 0.861 20.016 -17.863 0.28 0.42 0.00 0.178
H -0.788 18.007 -16.469 0.06 -0.11 0.60 0.206
H 0.364 19.114 -15.577 -0.22 -0.23 0.15 0.211
H -1.029 19.737 -16.488 0.23 0.09 -0.24 0.222
```
Positions in Å, forces in eV/Å.

Summary:
**Total charge**: 0
**2S+1**: 1
**HOMO energy**: -0.2656 hartree
**Total energy**: -169337.581 eV
**Relative energy (zero: lowest compared OMol25 entry of this formula, charge and spin)**: 0.0 kcal/mol